Computed, not measured: a 11-piece molecular cluster, C34H56O38S5 overall in a non-equilibrium geometry, with the ωB97M-V functional and the def2-TZVPD basis.

Positions of all 133 atoms, in Å:
S: -7.67 2.58 0.38
S: 4.29 0.78 3.45
S: 3.30 -3.30 2.07
S: 2.45 1.29 -2.65
S: 3.91 -4.59 -2.33
O: -1.92 -0.25 5.64
O: -0.60 0.13 3.88
O: 3.88 0.74 -3.27
O: 4.19 -4.75 -3.98
O: 3.10 1.46 -1.12
O: -2.19 4.88 1.74
O: 2.43 -2.43 3.15
O: -0.04 4.64 2.49
O: -7.94 1.17 0.51
O: 5.71 0.70 3.07
O: -2.29 0.87 0.49
O: -3.10 4.08 -2.77
O: -6.33 2.68 -0.63
O: 2.21 2.62 -3.21
O: 2.99 -3.12 0.65
O: -8.72 3.52 -0.02
O: 1.39 0.24 -2.62
O: 3.31 0.14 2.59
O: 4.89 -5.45 -1.59
O: -1.18 5.04 -3.33
O: -0.90 -3.21 -8.25
O: 4.70 -3.32 2.48
O: -3.50 -2.19 -3.02
O: 2.59 -4.75 2.67
O: -1.72 -5.08 -7.05
O: -1.24 -1.16 0.83
O: -5.45 -1.08 -3.15
O: -0.02 0.61 0.64
O: -0.36 5.42 0.51
O: -6.84 3.23 1.70
O: -3.13 6.24 -3.61
O: 4.42 -2.97 -2.48
O: -0.25 -3.75 -6.19
O: -4.51 -1.92 -5.04
O: 3.92 2.36 3.83
O: 4.17 0.28 5.01
O: -1.51 -1.95 4.26
O: 2.48 -4.75 -1.97
C: -0.21 -4.36 -3.94
C: 0.10 -2.14 -0.79
C: -1.45 -5.61 -5.80
C: -1.26 0.19 0.70
C: 4.54 2.64 5.06
C: 4.31 1.40 5.88
C: -0.20 -4.86 -5.37
C: 2.13 -4.64 3.90
C: 0.96 5.67 0.80
C: 5.02 1.07 -2.45
C: 2.26 -3.16 4.35
C: 1.19 4.72 1.96
C: -4.47 -1.74 -3.79
C: -4.97 -0.96 -1.85
C: -0.83 3.73 -2.85
C: 0.01 -1.71 0.70
C: -0.74 1.41 4.52
C: 5.35 -4.08 -4.38
C: 1.54 3.34 1.54
C: -3.69 -1.81 -1.72
C: 0.81 -0.47 0.96
C: -1.53 1.65 6.90
C: -0.99 5.02 1.60
C: 4.47 1.16 -0.96
C: 5.29 -2.75 -3.59
C: -1.37 -0.78 4.56
C: -5.16 2.85 0.10
C: -2.52 5.18 -3.28
C: -5.44 3.30 1.56
C: -2.17 3.20 -2.21
C: -0.95 -3.94 -7.26
C: -2.55 1.76 -2.55
C: -1.87 1.16 5.58
C: -6.01 -1.48 -0.85
H: -6.16 -2.55 -1.01
H: -5.05 4.31 1.69
H: 0.14 -5.10 -3.22
H: -2.08 3.40 -1.14
H: 4.11 3.53 5.53
H: 0.95 -0.32 2.04
H: -4.74 0.09 -1.67
H: -0.49 1.52 7.21
H: 4.91 1.95 -0.35
H: 1.49 -2.76 5.00
H: -0.20 -1.37 -1.50
H: 4.52 0.25 -0.36
H: 1.09 -4.96 3.92
H: -2.29 -5.58 -5.10
H: -2.79 1.51 5.13
H: -2.70 1.62 -3.62
H: -4.57 3.58 -0.45
H: 0.67 -5.48 -5.60
H: 2.60 3.29 1.31
H: 1.24 6.71 0.97
H: -2.91 -1.16 -1.32
H: 1.76 5.21 2.75
H: -4.85 2.70 2.25
H: -1.14 2.13 3.81
H: 2.70 -5.28 4.58
H: 5.88 0.42 -2.61
H: -1.71 2.72 6.86
H: 5.46 -4.05 -5.46
H: 1.44 5.37 -0.12
H: -4.62 1.91 0.08
H: 1.31 2.59 2.31
H: -3.44 1.53 -1.95
H: 0.55 -3.59 -3.80
H: 4.98 1.21 6.72
H: 1.83 -0.54 0.56
H: 5.29 2.06 -2.82
H: 4.67 -1.97 -4.04
H: 1.10 2.98 0.61
H: -1.78 1.09 -2.16
H: -5.47 -1.48 0.10
H: -0.29 -3.13 -1.01
H: -3.75 -2.66 -1.05
H: -7.04 -1.11 -0.81
H: -1.04 -6.59 -6.03
H: -1.15 -3.85 -3.71
H: 3.22 -3.05 4.86
H: 0.30 -2.47 1.43
H: 6.22 -2.25 -3.34
H: 6.12 -4.66 -3.87
H: 0.17 1.72 5.04
H: 3.31 1.34 6.31
H: 5.58 2.93 4.95
H: -0.54 2.89 -3.50
H: -0.16 3.83 -2.00
H: -2.27 1.33 7.63
H: 1.16 -2.41 -0.86

Computed properties:
Max |F| in eV Å⁻¹: 6.871
Structure (SMILES): C[C@H]1COC(=O)O1.C[C@H]1COC(=O)O1.C[C@H]1COC(=O)O1.C[C@H]1COC(=O)O1.C[C@H]1COC(=O)O1.C[C@H]1COC(=O)O1.O=S1(=O)OCCO1.O=S1(=O)OCCO1.O=S1(=O)OCCO1.O=S1(=O)OCCO1.O=S1(=O)OCCO1
HOMO-LUMO gap in eV: 9.58
Net charge: 0
Energy above the lowest of the compared OMol25 structures with the same formula, charge and spin in kJ/mol: 577.1
Highest occupied orbital energy in eV: -10.2
Electronic energy in eV: -168137.8541